[1]
{
  "formula": "C3HFO2Tb",
  "method": "wB97M-V/def2-TZVPD",
  "homo_energy_ev": [-12.6, -12.1],
  "lumo_ha": [-0.173, -0.212],
  "s2": 12.998,
  "spin_multiplicity": 7,
  "total_charge": 1,
  "species": ["C", "C", "O", "C", "O", "F", "H", "Tb"],
  "positions_angstrom": [[-0.38560, -0.31661, -0.79117], [0.70951, 0.43787, -0.54565], [1.19390, 0.50500, 0.77526], [0.57885, -0.06407, 1.79316], [-1.04235, -0.90107, 0.15542], [-0.48139, -0.92243, -1.99632], [1.38535, 0.81398, -1.30476], [-1.95827, 0.44731, 1.91407]],
  "forces_ev_per_a": [[1.218, -2.516, 0.595], [0.040, 0.966, -0.724], [-1.503, -2.125, 1.799], [1.100, 2.315, -1.777], [-1.369, 1.463, 0.564], [-0.472, 1.185, 0.428], [-0.089, -0.003, 0.428], [1.076, -1.284, -1.313]],
  "lowdin_charge": [-0.513, -0.048, -0.119, -0.008, -0.275, 0.112, 0.140, 1.710]
}

=====

[2]
{
  "formula": "C37H33NO2P2PtS2Te",
  "method": "wB97M-V/def2-TZVPD",
  "homo_energy_ev": [-6.0, -6.8],
  "lumo_ha": [0.016, -0.055],
  "s2": 6.060,
  "spin_multiplicity": 5,
  "species": ["Pt", "O", "P", "C", "P", "O", "C", "C", "C", "C", "C", "C", "C", "C", "C", "C", "C", "C", "C", "C", "C", "C", "C", "C", "C", "C", "C", "C", "C", "C", "H", "H", "H", "H", "H", "H", "H", "H", "H", "H", "H", "H", "H", "H", "H", "H", "H", "H", "H", "H", "H", "H", "S", "C", "C", "C", "C", "C", "C", "S", "H", "H", "H", "H", "Te", "C", "C", "C", "C", "N", "C", "C", "H", "H", "H", "H", "H", "H", "H"],
  "positions_angstrom": [[-1.66324, 0.14543, 0.56572], [-0.01876, 0.07461, -1.38181], [1.17628, 0.87189, -1.70214], [2.66920, -0.21032, -1.59449], [2.20746, -1.29669, -0.16293], [1.73949, -0.51408, 0.99102], [0.98632, -2.46953, -0.81411], [1.20589, -3.19809, -1.97373], [0.21228, -4.02115, -2.46957], [-1.00350, -4.11270, -1.81204], [-1.21389, -3.41125, -0.63571], [-0.21536, -2.59802, -0.12953], [3.70055, -2.26380, 0.22059], [4.45319, -2.95197, -0.72266], [5.56053, -3.67673, -0.32224], [5.92047, -3.72663, 1.01489], [5.16753, -3.04719, 1.95706], [4.06327, -2.31762, 1.55784], [1.47063, 2.24438, -0.55751], [2.53726, 3.11676, -0.74368], [2.75725, 4.13059, 0.17010], [1.90597, 4.27791, 1.25467], [0.82203, 3.42952, 1.41944], [0.60214, 2.41289, 0.50811], [1.00459, 1.65485, -3.33483], [-0.02039, 2.59571, -3.36187], [-0.36911, 3.20640, -4.54952], [0.30200, 2.87231, -5.71520], [1.34122, 1.95897, -5.68239], [1.69599, 1.34065, -4.49411], [3.57432, 0.35146, -1.36549], [2.79486, -0.78403, -2.51204], [2.14738, -3.12112, -2.49775], [0.38645, -4.58690, -3.37433], [-1.78432, -4.73566, -2.22033], [-2.16064, -3.50344, -0.12263], [-0.33974, -2.04336, 0.79286], [4.18912, -2.92531, -1.76883], [6.14830, -4.20355, -1.05824], [6.78302, -4.29924, 1.32139], [5.43497, -3.08024, 3.00202], [3.46926, -1.77468, 2.28135], [3.18661, 3.00169, -1.60291], [3.58911, 4.81048, 0.04395], [2.08965, 5.05689, 1.97980], [0.15238, 3.56732, 2.25512], [-0.25227, 1.71590, 0.60827], [-0.53515, 2.82580, -2.43660], [-1.16274, 3.93620, -4.57162], [0.02107, 3.33771, -6.64773], [1.87070, 1.72659, -6.59355], [2.50677, 0.62422, -4.47518], [-2.85954, 0.41625, -1.40603], [-4.34596, 1.15988, -0.92658], [-5.30632, 1.33348, -1.92993], [-6.48279, 1.99544, -1.68149], [-6.75041, 2.46729, -0.39839], [-5.84070, 2.26867, 0.61297], [-4.61464, 1.63693, 0.37397], [-3.48376, 1.49405, 1.67475], [-5.08937, 0.93225, -2.90867], [-7.19894, 2.14243, -2.47512], [-7.67520, 2.98940, -0.20425], [-6.05619, 2.60274, 1.61526], [1.45301, -0.73439, 3.95037], [-2.61492, -0.82822, 6.53573], [-2.02352, -0.80354, 5.16438], [-1.23332, 0.21166, 4.71089], [-0.68220, 0.15364, 3.38641], [-1.20865, -0.72826, 2.46579], [-1.94032, -1.73777, 2.94031], [-2.33757, -1.83955, 4.25263], [-2.21368, -0.03169, 7.15542], [-2.41993, -1.78431, 7.01760], [-3.69403, -0.70529, 6.46104], [-0.95457, 1.04912, 5.33261], [-0.33126, 1.08315, 2.95280], [-2.24939, -2.48993, 2.22287], [-2.95222, -2.66726, 4.56772]],
  "forces_ev_per_a": [[-1.849, 0.042, -0.359], [-0.575, -0.490, 0.010], [1.100, 0.706, -0.440], [-0.715, 0.162, 0.306], [0.606, -0.886, -1.190], [-0.232, 0.470, 0.888], [0.283, 0.101, 0.175], [0.035, 0.086, 0.028], [0.015, -0.084, -0.154], [0.005, -0.016, 0.001], [-0.011, -0.096, 0.008], [0.215, -0.055, 0.162], [-0.367, 0.267, -0.034], [0.028, 0.051, 0.000], [0.079, -0.063, -0.122], [-0.016, -0.020, 0.079], [0.079, -0.055, 0.032], [-0.073, 0.127, 0.101], [-0.005, -0.226, -0.310], [-0.037, -0.104, -0.015], [0.118, 0.109, 0.000], [-0.041, -0.012, 0.100], [0.042, 0.089, -0.004], [-0.207, -0.322, 0.020], [0.190, -0.183, 0.539], [0.001, 0.005, 0.068], [-0.086, 0.010, 0.005], [0.063, 0.070, 0.030], [0.040, -0.051, -0.186], [0.047, -0.030, 0.131], [0.023, -0.029, 0.026], [0.009, -0.072, -0.009], [0.054, -0.012, -0.119], [-0.022, -0.012, -0.050], [-0.096, -0.077, -0.009], [-0.058, 0.067, 0.049], [-0.018, -0.119, -0.119], [-0.004, 0.019, -0.122], [0.060, -0.068, -0.076], [0.083, -0.040, 0.013], [0.056, -0.022, 0.101], [0.048, -0.014, -0.003], [0.082, 0.024, -0.038], [0.026, -0.005, -0.028], [0.007, 0.101, 0.032], [-0.102, 0.002, 0.077], [0.438, 0.525, 0.046], [-0.138, 0.095, -0.058], [-0.120, 0.064, 0.012], [0.004, 0.045, -0.097], [0.077, -0.072, -0.080], [0.023, -0.051, -0.024], [0.053, 0.167, 0.855], [0.533, -0.229, -0.164], [-0.435, 0.132, -0.215], [0.167, -0.214, -0.398], [0.077, 0.053, 0.378], [-0.402, 0.226, -0.126], [0.609, -0.183, 0.391], [0.352, -0.407, -0.347], [-0.014, 0.023, -0.143], [-0.083, -0.003, -0.090], [-0.104, 0.017, 0.092], [-0.004, 0.110, 0.125], [0.757, -0.233, 0.171], [0.012, 0.073, -0.032], [-0.233, -0.240, -0.220], [0.134, -0.001, -0.251], [-0.956, 0.287, -0.004], [0.089, 0.430, 0.249], [0.019, -0.218, -0.249], [0.277, 0.309, 0.273], [0.005, 0.050, 0.076], [0.008, -0.056, 0.069], [-0.105, 0.008, 0.096], [0.030, 0.031, 0.132], [0.142, -0.089, 0.003], [-0.046, 0.141, -0.055], [-0.043, -0.135, -0.007]],
  "lowdin_charge": [0.507, -0.455, 0.723, -0.250, 0.724, -0.434, -0.274, -0.083, -0.077, -0.072, -0.067, -0.107, -0.256, -0.082, -0.081, -0.079, -0.068, -0.087, -0.286, -0.078, -0.079, -0.074, -0.062, -0.090, -0.260, -0.075, -0.064, -0.079, -0.084, -0.075, 0.075, 0.055, 0.088, 0.103, 0.104, 0.102, 0.048, 0.091, 0.103, 0.104, 0.107, -0.001, 0.110, 0.104, 0.104, 0.107, 0.025, 0.111, 0.108, 0.104, 0.102, 0.098, 0.683, -0.688, -0.149, -0.103, -0.095, -0.145, -0.720, 0.596, 0.091, 0.097, 0.099, 0.091, 0.860, -0.036, -0.284, -0.139, -0.590, -0.195, -0.158, -0.003, 0.080, 0.086, 0.090, 0.118, 0.058, 0.110, 0.117]
}

=====

Number 1: DFT total energy -32361.3612 eV, strongest force on any atom 3.16 eV/Å, M 246.96 g mol⁻¹. Number 2: DFT total energy -95277.5166 eV, strongest force on any atom 1.88 eV/Å, M 972.44 g mol⁻¹.